[1]
Here is a structure of composition C29H63Ca2N2O11P at a distorted geometry from the Open Molecules 2025 dataset. Energies are from wB97M-V/def2-TZVPD.

Structure (XYZ):
```
108
Properties=species:S:1:pos:R:3:forces:R:3:lowdin_charge:R:1
Ca 1.037 1.999 2.643 -0.08 -0.14 -0.71 1.49
Ca -2.629 2.666 2.233 2.27 0.83 0.36 1.47
P -0.641 3.570 4.139 -1.97 2.40 -0.55 -0.08
O -1.225 4.284 2.837 0.52 0.19 -1.47 -0.59
O -1.045 2.125 3.653 -0.71 -2.22 0.75 -0.67
O -1.441 4.223 5.221 0.71 -1.20 1.05 -0.37
O 0.893 3.445 4.197 0.01 0.96 0.50 -0.51
O -0.179 0.249 -0.929 -0.46 0.49 0.51 0.09
C 0.160 0.854 0.243 1.51 -0.37 1.27 -0.77
O 1.316 0.714 0.698 0.13 -0.62 -1.28 -0.09
O -0.701 1.492 0.895 -1.69 0.57 -0.46 -0.13
H -1.124 0.468 -0.982 0.16 -0.18 -0.46 0.08
C -0.057 2.272 -4.489 1.19 1.47 0.30 -0.19
C -1.031 1.181 -4.272 -0.62 -1.41 -0.29 -0.18
C -1.140 0.526 -5.668 0.05 0.24 0.75 -0.20
O 0.123 0.731 -6.295 -0.09 0.46 0.19 -0.14
C 0.882 1.734 -5.570 -0.67 -0.53 -0.07 -0.16
H 0.491 2.566 -3.585 0.08 -0.34 0.00 0.11
H -0.496 3.226 -4.799 -0.35 -0.29 -0.29 0.12
H -1.993 1.490 -3.861 0.00 0.03 -0.08 0.11
H -0.627 0.383 -3.641 0.12 0.36 0.33 0.10
H -1.967 0.966 -6.232 0.12 -0.06 -0.30 0.11
H -1.291 -0.544 -5.523 -0.16 -0.06 -0.40 0.11
H 1.190 2.518 -6.259 0.18 -0.09 -0.07 0.12
H 1.741 1.219 -5.141 0.17 0.18 -0.04 0.10
C 1.947 -2.041 4.650 0.86 1.43 -0.67 -0.13
C 1.176 -1.208 5.687 -0.43 -1.19 0.23 -0.16
C 0.173 -0.390 4.906 1.09 0.52 0.87 -0.19
O 0.934 -0.077 3.728 -0.08 -0.43 -0.26 -0.29
C 1.618 -1.283 3.329 -0.94 -0.67 0.37 -0.16
H 1.751 -3.107 4.592 -0.34 0.04 0.09 0.11
H 3.011 -1.907 4.851 0.04 -0.31 -0.01 0.10
H 1.831 -0.490 6.175 0.13 -0.32 0.27 0.12
H 0.692 -1.890 6.391 0.11 0.41 0.31 0.12
H 0.032 0.540 5.448 -0.54 0.13 -0.37 0.12
H -0.780 -0.907 4.771 0.06 0.06 -0.68 0.12
H 2.465 -1.053 2.690 0.03 0.23 0.07 0.12
H 0.886 -1.849 2.745 0.18 -0.18 -0.19 0.12
C 3.378 -0.305 -3.010 -0.29 -0.36 0.58 -0.14
C 4.672 -0.096 -3.811 -0.07 0.78 -0.87 -0.15
C 5.807 -0.204 -2.789 0.06 -0.30 0.41 -0.21
O 5.187 -0.448 -1.539 -0.08 -0.24 0.26 -0.16
C 3.822 -0.001 -1.582 1.17 -0.38 0.75 -0.18
H 3.039 -1.343 -3.052 0.29 -0.12 0.06 0.10
H 2.479 0.245 -3.288 0.34 0.43 -0.28 0.09
H 4.684 0.900 -4.264 -0.08 0.11 0.23 0.10
H 4.812 -0.739 -4.681 -0.21 -0.40 0.28 0.11
H 6.420 0.706 -2.747 -0.15 0.05 -0.03 0.11
H 6.493 -1.045 -2.922 -0.09 0.06 -0.38 0.12
H 3.864 1.030 -1.225 -0.54 0.32 -0.69 0.09
H 3.330 -0.548 -0.777 -0.37 -0.10 -0.30 0.11
C 1.587 5.096 -0.657 1.55 0.29 0.52 -0.14
C 3.066 4.693 -0.811 -0.10 -0.25 0.02 -0.16
C 3.080 3.385 -0.014 -0.28 0.52 -0.91 -0.19
O 2.153 3.609 1.060 0.03 -0.72 0.28 -0.23
C 1.486 4.852 0.836 -1.17 0.87 0.43 -0.20
H 0.985 4.408 -1.250 -0.34 0.14 0.12 0.11
H 1.425 6.141 -0.913 -0.25 -0.06 -0.13 0.12
H 3.703 5.408 -0.289 0.00 0.19 -0.27 0.12
H 3.394 4.563 -1.843 0.09 -0.02 0.07 0.11
H 4.079 3.128 0.335 -0.13 -0.12 0.33 0.13
H 2.691 2.602 -0.666 0.03 -0.27 0.28 0.09
H 1.969 5.605 1.470 0.26 0.19 -0.51 0.14
H 0.454 4.881 1.205 0.08 -0.84 0.10 0.10
C -3.953 0.536 -0.351 -0.20 1.16 0.15 -0.07
C -4.763 0.613 0.959 0.73 -1.41 -0.83 -0.24
N -3.926 0.627 2.177 -0.70 -0.38 -0.28 -0.30
C -3.115 -0.612 2.307 0.25 0.96 -0.03 -0.23
C -3.889 -1.884 2.485 0.03 -0.93 -0.04 -0.07
C -4.797 0.896 3.339 0.08 0.02 -0.17 -0.27
C -4.050 1.030 4.643 -0.19 0.55 1.17 -0.08
H -4.643 0.432 -1.188 -0.01 -0.27 0.03 0.08
H -3.205 -0.252 -0.380 -0.14 -0.13 0.03 0.05
H -3.464 1.502 -0.536 0.28 -0.14 0.01 0.07
H -5.433 1.469 0.900 0.01 0.10 0.31 0.12
H -5.365 -0.301 0.940 -0.44 0.20 0.30 0.11
H -2.439 -0.608 1.452 -0.04 -0.29 0.03 0.09
H -2.470 -0.473 3.177 0.03 0.11 -0.06 0.10
H -3.205 -2.729 2.363 0.09 0.07 0.28 0.08
H -4.305 -1.932 3.492 -0.15 -0.12 -0.08 0.08
H -4.669 -2.104 1.753 -0.10 0.38 0.02 0.07
H -5.572 0.139 3.520 -0.01 -0.10 -0.50 0.12
H -5.336 1.800 3.029 -0.07 0.13 0.53 0.11
H -4.710 1.503 5.379 -0.13 -0.07 -0.13 0.09
H -3.151 1.653 4.691 0.12 -0.16 -0.43 0.06
H -3.818 0.062 5.089 0.19 -0.05 -0.26 0.08
C -1.927 -3.249 -0.695 -0.08 0.20 0.02 -0.08
C -0.996 -4.492 -0.788 -1.39 0.65 -0.94 -0.22
N 0.198 -4.271 -1.579 0.78 -0.07 0.13 -0.19
C 1.232 -3.556 -0.839 0.09 -0.25 1.41 -0.25
C 1.774 -4.379 0.346 0.50 -0.60 -0.73 -0.09
C -0.021 -3.616 -2.872 0.55 -0.36 0.28 -0.27
C -0.975 -4.373 -3.775 -0.06 0.03 0.09 -0.09
H -2.688 -3.369 0.079 0.17 -0.01 0.16 0.06
H -2.495 -3.050 -1.608 0.15 -0.34 -0.16 0.06
H -1.379 -2.316 -0.534 0.12 -0.12 0.37 0.05
H -0.803 -4.885 0.205 0.43 0.07 -0.02 0.10
H -1.582 -5.259 -1.303 0.04 -0.14 0.12 0.11
H 2.102 -3.331 -1.454 -0.28 0.08 -0.42 0.11
H 0.836 -2.623 -0.418 0.14 0.37 -0.26 0.10
H 2.032 -5.369 -0.045 -0.44 -0.17 0.17 0.08
H 2.752 -4.046 0.701 -0.25 0.61 0.11 0.07
H 1.085 -4.467 1.182 0.02 -0.02 0.04 0.05
H 0.964 -3.646 -3.345 -0.02 0.23 -0.06 0.11
H -0.276 -2.557 -2.719 -0.21 0.05 -0.26 0.11
H -2.021 -4.183 -3.530 -0.02 -0.15 -0.02 0.06
H -0.755 -5.437 -3.676 -0.16 -0.03 -0.02 0.08
H -0.818 -4.108 -4.820 -0.03 0.13 0.02 0.07
```
Positions in Å, forces in eV/Å.

Values from the calculation:
Charge: 0
HOMO level in eV: -7.04
Energy above the lowest of the compared OMol25 structures with the same formula, charge and spin in kcal/mol: 0.00
LUMO in hartree: -0.021



[2]
Here is the molecule C3H6N2OS2 at a distorted geometry from the Open Molecules 2025 dataset. Energies are from wB97M-V/def2-TZVPD.

Structure (XYZ):
```
14
Properties=species:S:1:pos:R:3:forces:R:3:lowdin_charge:R:1
C -0.996 -0.245 -2.092 -0.33 0.71 1.02 -0.28
C -0.037 0.014 -0.926 0.48 -0.66 0.45 -0.73
C 0.694 -0.318 1.718 -0.34 -0.16 -0.28 -0.41
N -0.399 -1.104 -3.060 -1.09 -0.21 -1.31 -0.08
N 0.704 -1.516 -2.944 1.79 -0.41 0.77 -0.06
O 2.457 0.257 -1.843 0.94 0.69 -0.46 -0.53
S -0.695 -0.694 0.612 0.09 0.07 -0.18 0.80
S 1.602 -0.811 -1.353 -2.03 -0.10 -0.10 0.89
H -1.909 -0.743 -1.752 0.01 0.09 -0.07 0.10
H -1.291 0.674 -2.608 0.02 -0.14 0.06 0.13
H 0.175 1.072 -0.778 0.20 -0.05 -0.14 0.08
H 1.020 0.701 1.542 0.11 0.13 0.08 0.04
H 1.501 -1.023 1.541 0.12 0.05 0.08 0.02
H 0.327 -0.415 2.735 0.01 -0.01 0.08 0.03
```
Positions in Å, forces in eV/Å.

Values from the calculation:
Charge: 0
HOMO level in eV: -8.70
Energy above the lowest of the compared OMol25 structures with the same formula, charge and spin in kcal/mol: 75.85
LUMO in hartree: 0.017



[3]
Here is the ion C6H7O3S with charge -1 at a distorted geometry from the Open Molecules 2025 dataset. Energies are from wB97M-V/def2-TZVPD.

Structure (XYZ):
```
17
Properties=species:S:1:pos:R:3:forces:R:3:lowdin_charge:R:1
C 2.674 -0.188 -0.002 -4.25 -4.71 0.24 -0.51
C 1.074 -1.020 0.024 3.68 1.39 -1.00 -0.23
C 2.373 1.134 -0.029 0.81 1.66 0.16 -0.64
C 0.222 0.266 0.047 -2.11 -1.15 0.11 -0.56
C -0.829 0.288 -1.048 0.42 0.00 -1.55 -0.03
C -0.521 0.498 1.381 -0.81 0.22 -0.27 -0.01
O 0.690 -2.189 -0.069 0.81 2.44 0.55 0.01
O 3.136 2.097 -0.009 -0.15 0.40 -0.10 -0.02
O 1.001 1.413 -0.103 0.76 -0.12 -0.36 -0.02
S 4.224 -0.977 0.084 -0.39 0.26 -0.33 0.69
H -1.159 1.328 -1.296 0.09 -0.77 0.73 0.10
H -1.654 -0.363 -0.755 -0.08 0.10 -0.29 0.08
H -0.375 -0.063 -1.996 -0.34 -0.12 0.36 0.09
H -1.219 1.318 1.147 -0.60 -0.70 0.21 0.08
H 0.223 1.090 1.772 1.69 0.92 2.35 0.05
H -0.905 -0.258 2.110 0.34 0.32 -1.20 0.10
H 4.017 -1.627 1.227 0.14 -0.14 0.37 -0.18
```
Positions in Å, forces in eV/Å.

Values from the calculation:
Charge: -1
SMILES string: CC1(C)OC([O-])=C(S)C1=O
HOMO level in eV: -3.38
Energy above the lowest of the compared OMol25 structures with the same formula, charge and spin in kcal/mol: 21.92
LUMO in hartree: 0.127